Record 1
{"formula": "C43H124HgNO20", "method": "the ωB97M-V functional and the def2-TZVPD basis", "symbols": ["Hg", "C", "C", "C", "C", "C", "C", "N", "O", "C", "C", "C", "H", "H", "H", "H", "H", "H", "H", "H", "H", "H", "H", "H", "H", "H", "H", "H", "H", "H", "C", "C", "O", "H", "H", "H", "H", "H", "H", "C", "C", "O", "H", "H", "H", "H", "H", "H", "C", "C", "O", "H", "H", "H", "H", "H", "H", "C", "C", "O", "H", "H", "H", "H", "H", "H", "C", "C", "O", "H", "H", "H", "H", "H", "H", "C", "C", "O", "H", "H", "H", "H", "H", "H", "C", "C", "O", "H", "H", "H", "H", "H", "H", "C", "C", "O", "H", "H", "H", "H", "H", "H", "C", "C", "O", "H", "H", "H", "H", "H", "H", "C", "C", "O", "H", "H", "H", "H", "H", "H", "C", "C", "O", "H", "H", "H", "H", "H", "H", "C", "C", "O", "H", "H", "H", "H", "H", "H", "C", "C", "O", "H", "H", "H", "H", "H", "H", "C", "C", "O", "H", "H", "H", "H", "H", "H", "C", "C", "O", "H", "H", "H", "H", "H", "H", "C", "C", "O", "H", "H", "H", "H", "H", "H", "C", "C", "O", "H", "H", "H", "H", "H", "H", "O", "H", "H", "O", "H", "H"], "xyz": [[-2.36, -1.08, -0.07], [1.91, -2.25, -2.06], [1.51, -2.21, -0.49], [2.64, -1.94, 0.48], [3.18, -0.49, 0.58], [2.01, 0.39, 0.83], [0.90, 0.28, -0.23], [0.52, -1.12, -0.25], [-0.65, -1.32, -1.11], [1.30, 0.78, -1.66], [-0.29, 1.18, 0.22], [0.85, -3.57, -0.21], [1.15, -1.92, -2.72], [2.11, -3.29, -2.35], [2.79, -1.69, -2.18], [3.36, -2.70, 0.37], [2.25, -2.10, 1.50], [3.86, -0.13, -0.18], [3.81, -0.46, 1.47], [2.30, 1.44, 0.77], [1.55, 0.15, 1.74], [0.60, 0.30, -2.41], [2.33, 0.58, -1.87], [1.11, 1.84, -1.84], [0.03, 2.23, 0.43], [-0.60, 0.84, 1.17], [-1.07, 1.19, -0.55], [0.09, -3.82, -0.92], [0.37, -3.49, 0.81], [1.63, -4.32, -0.29], [-5.16, 2.48, -1.76], [-5.94, 2.04, -0.53], [-5.18, 1.88, 0.69], [-5.86, 2.63, -2.57], [-4.33, 1.85, -2.07], [-4.74, 3.50, -1.73], [-6.35, 1.03, -0.65], [-6.72, 2.80, -0.43], [-4.80, 2.71, 0.96], [1.85, -9.62, -1.28], [3.14, -9.35, -0.49], [3.55, -7.96, -0.55], [2.15, -9.29, -2.30], [1.00, -9.06, -0.88], [1.59, -10.66, -1.41], [3.97, -9.92, -0.88], [3.02, -9.70, 0.61], [2.81, -7.46, -0.22], [-2.44, 0.70, -6.04], [-1.90, 1.50, -4.87], [-2.29, 2.84, -4.91], [-1.81, -0.17, -6.08], [-2.35, 1.26, -6.97], [-3.48, 0.35, -5.94], [-0.78, 1.49, -4.92], [-2.13, 1.03, -3.93], [-1.50, 3.38, -5.04], [5.11, -5.47, -2.41], [4.95, -4.84, -0.99], [5.35, -5.74, 0.10], [4.61, -4.83, -3.16], [4.61, -6.45, -2.46], [6.14, -5.63, -2.57], [3.86, -4.53, -0.77], [5.50, -3.94, -0.93], [5.10, -6.66, -0.18], [-0.35, 5.96, -4.60], [0.91, 5.22, -4.64], [0.55, 3.86, -5.04], [-0.10, 6.89, -4.12], [-1.02, 5.36, -3.96], [-0.69, 6.18, -5.64], [1.44, 5.17, -3.65], [1.63, 5.67, -5.33], [1.35, 3.35, -5.12], [0.57, -1.53, 5.80], [0.90, -0.25, 4.99], [-0.09, 0.00, 4.08], [0.37, -2.34, 4.98], [-0.34, -1.47, 6.41], [1.38, -1.91, 6.40], [1.92, -0.37, 4.56], [0.91, 0.66, 5.68], [-0.23, 0.95, 3.89], [-1.15, -4.26, -3.84], [-1.74, -2.82, -3.75], [-3.19, -2.84, -3.42], [-0.11, -4.21, -4.13], [-1.72, -4.90, -4.53], [-1.15, -4.78, -2.87], [-1.58, -2.31, -4.67], [-1.37, -2.24, -2.99], [-3.63, -3.41, -4.08], [-4.62, 3.14, 5.65], [-3.89, 4.45, 5.12], [-2.76, 4.05, 4.32], [-5.61, 3.43, 5.98], [-4.05, 2.63, 6.44], [-4.74, 2.45, 4.86], [-3.59, 5.02, 5.99], [-4.56, 5.05, 4.53], [-3.17, 3.86, 3.50], [-5.35, -4.98, -1.39], [-4.06, -4.76, -0.59], [-3.62, -3.40, -0.59], [-5.10, -4.92, -2.45], [-6.12, -4.25, -1.14], [-5.71, -5.96, -1.15], [-3.23, -5.34, -0.95], [-4.15, -5.02, 0.44], [-3.24, -3.26, -1.49], [2.06, 3.43, 5.02], [1.22, 3.51, 3.81], [0.02, 2.79, 4.03], [1.53, 3.85, 5.92], [2.90, 4.11, 4.90], [2.43, 2.42, 5.29], [1.80, 3.06, 3.00], [1.03, 4.54, 3.46], [-0.81, 3.26, 4.03], [-6.64, 6.08, 0.79], [-5.55, 5.70, 1.78], [-5.54, 4.29, 2.00], [-7.61, 5.77, 1.16], [-6.47, 5.56, -0.16], [-6.62, 7.15, 0.51], [-5.60, 6.29, 2.70], [-4.60, 5.94, 1.42], [-6.26, 4.11, 2.65], [-2.18, 5.78, -0.94], [-2.06, 6.06, 0.52], [-2.32, 4.79, 1.22], [-1.90, 6.61, -1.53], [-3.20, 5.45, -1.19], [-1.50, 4.99, -1.26], [-2.73, 6.90, 0.88], [-1.06, 6.47, 0.76], [-2.01, 4.87, 2.13], [3.47, -5.10, 3.42], [3.02, -3.69, 3.87], [1.71, -3.36, 3.50], [3.71, -5.21, 2.34], [2.77, -5.88, 3.76], [4.33, -5.35, 4.03], [3.64, -2.95, 3.32], [3.15, -3.68, 5.00], [1.19, -4.15, 3.52], [-5.74, -1.58, 2.43], [-4.29, -1.18, 2.48], [-3.96, -0.39, 1.33], [-6.35, -0.72, 2.75], [-5.99, -2.47, 3.00], [-5.98, -1.77, 1.39], [-3.64, -2.03, 2.47], [-4.07, -0.55, 3.32], [-4.49, 0.49, 1.21], [3.99, 1.60, -3.96], [5.03, 0.59, -3.56], [6.24, 1.24, -3.23], [4.34, 2.31, -4.76], [3.72, 2.15, -3.12], [3.09, 1.07, -4.39], [5.16, -0.07, -4.39], [4.65, -0.03, -2.75], [6.46, 1.77, -4.00], [6.68, -0.76, -0.14], [7.34, 0.53, 0.37], [6.62, 1.67, -0.14], [7.19, -1.64, 0.21], [6.72, -0.81, -1.23], [5.64, -0.83, 0.19], [8.37, 0.46, 0.09], [7.26, 0.59, 1.46], [6.51, 1.61, -1.15], [3.05, 4.03, 0.47], [4.06, 3.74, 1.55], [5.34, 4.10, 1.13], [1.99, 3.78, 0.81], [3.28, 3.35, -0.42], [3.09, 5.01, 0.15], [3.96, 2.66, 1.86], [3.77, 4.42, 2.39], [5.83, 3.35, 0.74], [-1.20, -1.68, 2.12], [-0.32, -1.73, 1.61], [-0.90, -1.11, 2.88], [-4.34, -0.67, -1.64], [-3.98, -0.91, -2.51], [-5.11, -1.24, -1.56]], "mulliken_charge": [3.0352, -1.3956, 2.3791, -0.8538, -0.6342, 0.1979, 4.0758, 0.6532, -0.7556, -1.3946, -3.1469, -1.0807, 0.0920, 0.5250, -0.0404, 0.5272, -0.7180, -0.1029, 0.7625, -1.0131, -0.1416, -0.3502, -0.5258, 0.6204, 0.2296, 0.2282, 0.3974, -0.2163, 0.2502, 0.1389, -0.8112, -0.2489, -0.5343, 0.4822, 0.0532, 0.1130, 0.2398, 0.3361, 0.0063, -0.9955, -0.3496, -0.3500, 0.2435, 0.3027, 0.3775, 0.3423, 0.2282, 0.1543, -1.2282, 0.6974, -0.5776, 0.3173, 0.3641, 0.2640, -0.0305, -0.1283, 0.3281, -1.1724, 0.5669, -0.5384, 0.3460, 0.2109, 0.3878, -0.4991, 0.3701, 0.3273, -0.9214, -0.0571, -0.4360, 0.4270, 0.0360, 0.2803, 0.1882, 0.3158, 0.1857, -1.2435, 0.1908, -0.3343, 0.1427, 0.3410, 0.3787, 0.1407, 0.1913, 0.1159, -1.2372, 1.1089, -0.4653, 0.3693, 0.4216, 0.2270, 0.2697, -0.8483, 0.2328, -0.8530, -0.0604, -0.4692, 0.3960, 0.3258, 0.0649, 0.4049, -0.0548, 0.0466, -1.0307, -0.5540, -0.1386, 0.2098, 0.2383, 0.4233, 0.3028, 0.4038, -0.0652, -1.3231, 0.8849, -0.4124, 0.3186, 0.4083, 0.2347, -0.6758, 0.4422, 0.1685, -1.1635, 0.2933, -0.1733, 0.3403, 0.1937, 0.3890, 0.3762, -0.3022, 0.1895, -0.7709, -0.4318, -0.2873, 0.4831, 0.0677, 0.1054, 0.3072, 0.3482, 0.1975, -1.2434, -0.0871, -0.2134, 0.2704, 0.3235, 0.4401, 0.1288, 0.2837, 0.2066, -1.3184, -0.1528, -0.1612, 0.3323, 0.4023, 0.2421, 0.2562, 0.3438, 0.1428, -0.9498, 0.0974, -0.5544, 0.5623, 0.1864, 0.1942, 0.3816, -0.1517, 0.3060, -0.6879, -0.6105, -0.4646, 0.5468, 0.3073, -0.0086, 0.2841, 0.3611, 0.2315, 0.0076, 0.0323, -0.5640, -0.1709, -0.3793, 0.6100, 0.1167, 0.0889, 0.3675, -0.6533, -0.0923, 0.2634, -0.3285, 0.0905, 0.2278], "e_homo_ha": -0.368, "energy_ha": -3425.22750, "largest_force_ha_per_bohr": 0.078, "de_lowest_kcal_mol": 14.97, "lumo_ha": -0.072, "orbital_gap_ev": 8.057, "total_charge": 1}

***

Record 2
{"formula": "C4H7N3", "method": "the ωB97M-V functional and the def2-TZVPD basis", "symbols": ["N", "C", "C", "N", "C", "N", "C", "H", "H", "H", "H", "H", "H", "H"], "xyz": [[-2.20, -2.59, 0.49], [-1.41, -1.78, 0.28], [-0.56, -0.75, -0.09], [-0.79, -0.37, -1.48], [-0.54, 0.56, 0.91], [0.84, 0.13, 1.28], [0.91, -0.90, 0.28], [-1.72, -0.91, -1.84], [-0.08, -0.80, -1.96], [-0.61, 1.60, 0.36], [-1.24, 0.66, 1.83], [1.63, 0.85, 1.25], [1.26, -1.82, 0.62], [1.51, -0.62, -0.62]], "nbo_charge": [-0.3011, 0.2629, -0.0412, -0.7743, -0.1887, -0.6328, -0.1897, 0.3738, 0.3536, 0.1983, 0.2016, 0.3699, 0.1990, 0.1687], "e_homo_ha": -0.340, "energy_ha": -320.79732, "largest_force_ha_per_bohr": 0.089, "de_lowest_kcal_mol": 53.95, "lumo_ha": 0.031, "orbital_gap_ev": 10.106, "total_charge": 0, "smiles": "N#CC1(N)CNC1"}

***

Record 3
{"formula": "C20H28F2N4O7P", "method": "the ωB97M-V functional and the def2-TZVPD basis", "symbols": ["N", "P", "O", "N", "C", "O", "N", "C", "O", "F", "C", "C", "N", "C", "C", "C", "C", "F", "C", "C", "O", "C", "C", "C", "C", "C", "C", "C", "C", "O", "O", "H", "H", "H", "H", "H", "H", "H", "H", "H", "H", "H", "H", "H", "H", "H", "H", "H", "H", "H", "H", "H", "H", "H", "C", "C", "O", "H", "H", "H", "H", "H"], "xyz": [[-2.09, -1.57, 2.02], [-0.74, -2.53, 1.44], [-0.15, -3.32, 2.88], [0.59, -1.50, 0.78], [1.69, -1.53, 1.83], [2.71, -2.22, 1.54], [1.57, -0.84, 3.14], [2.75, -0.01, 3.45], [2.55, 1.16, 3.87], [4.11, -0.44, 3.37], [1.01, -2.13, -0.53], [-0.05, -1.93, -1.72], [-1.16, -0.97, -1.45], [-0.68, 0.26, -0.72], [0.08, 1.14, -1.86], [-0.80, 1.26, -3.23], [0.16, 2.03, -4.29], [1.26, 1.16, -4.68], [-2.04, 1.07, -0.32], [-1.78, 2.36, 0.60], [-1.21, 3.42, 0.22], [-2.29, 2.26, 2.14], [-3.82, 2.46, 2.41], [-4.32, 2.40, 3.88], [-3.37, 2.14, 5.09], [-1.83, 1.91, 4.83], [-1.34, 2.00, 3.35], [0.24, -0.05, 0.58], [1.56, 0.91, 0.49], [1.53, 2.03, 1.14], [2.70, 0.59, -0.20], [-2.22, -1.61, 3.04], [-2.96, -1.76, 1.50], [0.48, -4.02, 2.57], [1.53, -1.61, 3.84], [1.10, -3.27, -0.33], [2.04, -1.78, -0.91], [0.50, -1.70, -2.72], [-0.55, -2.97, -1.88], [-1.92, -1.37, -0.89], [1.08, 0.63, -2.20], [0.25, 2.24, -1.54], [-1.02, 0.24, -3.72], [-1.72, 1.93, -3.10], [-0.46, 2.17, -5.27], [0.49, 3.06, -3.92], [-2.67, 0.31, 0.28], [-2.67, 1.35, -1.23], [-4.59, 2.62, 1.56], [-5.43, 2.55, 4.13], [-3.72, 2.11, 6.17], [-1.09, 1.69, 5.67], [-0.22, 1.83, 3.09], [-0.29, 0.30, 1.55], [4.03, -2.19, -4.59], [2.74, -1.39, -4.33], [2.53, -1.37, -3.01], [3.94, -3.23, -4.23], [4.23, -2.24, -5.67], [4.90, -1.73, -4.10], [1.96, -1.86, -4.97], [2.89, -0.43, -4.85]], "nbo_charge": [-1.1649, 1.3959, -0.9796, -0.6058, 0.8451, -0.4621, -0.7425, 0.9578, -0.4664, -0.3149, -0.3119, -0.2758, -0.6578, 0.1922, -0.5006, -0.4336, 0.0493, -0.3738, -0.5192, 0.5782, -0.4856, -0.1074, -0.2337, -0.2398, -0.2420, -0.2304, -0.2207, -0.2347, 0.6921, -0.7131, -0.7142, 0.4128, 0.4159, 0.5117, 0.4243, 0.2123, 0.3917, 0.3286, 0.1894, 0.3343, 0.3263, 0.2465, 0.2315, 0.1888, 0.1502, 0.1716, 0.2063, 0.2558, 0.2301, 0.2184, 0.2200, 0.2333, 0.2824, 0.2736, -0.6245, -0.0095, -0.9682, 0.1721, 0.1512, 0.1871, 0.0567, 0.0990], "e_homo_ha": -0.105, "energy_ha": -2065.33363, "largest_force_ha_per_bohr": 0.137, "lumo_ha": 0.056, "orbital_gap_ev": 4.396, "total_charge": -1}